1.
{
  "formula": "C48H54Cl2N7O2P3SW",
  "method": "ωB97M-V/def2-TZVPD",
  "lumo_energy_ha": [-0.0138, -0.0171],
  "charge": 0,
  "symbols": ["W", "N", "C", "S", "N", "N", "C", "C", "C", "C", "C", "C", "N", "H", "H", "H", "H", "H", "H", "H", "C", "C", "N", "O", "C", "C", "N", "O", "H", "H", "H", "H", "H", "H", "H", "Cl", "C", "C", "C", "C", "C", "Cl", "C", "N", "H", "H", "H", "C", "C", "P", "C", "C", "C", "C", "H", "H", "H", "H", "H", "H", "H", "H", "H", "H", "H", "H", "H", "H", "H", "C", "P", "C", "C", "C", "C", "C", "C", "C", "C", "C", "C", "C", "C", "P", "C", "C", "C", "C", "C", "C", "C", "C", "C", "C", "C", "C", "H", "H", "H", "H", "H", "H", "H", "H", "H", "H", "H", "H", "H", "H", "H", "H", "H", "H", "H", "H", "H", "H"],
  "coordinates": [[-0.644975, 0.209193, -0.461613], [-0.192885, -3.904965, 1.794901], [-0.233230, -2.698617, 1.150677], [-1.567940, -1.650514, 1.492360], [0.733082, -2.400313, 0.333913], [0.727960, -1.096151, -0.052387], [1.281328, -0.573484, -1.214320], [3.236160, 0.993613, -0.710636], [4.610403, 1.229723, -0.935168], [5.159655, 2.427750, -0.554019], [4.339860, 3.375841, 0.052199], [3.011896, 3.059754, 0.230580], [2.448111, 1.898899, -0.132193], [-1.077881, -4.259211, 2.113270], [0.450601, -4.581925, 1.415451], [1.208901, -1.252488, -2.074913], [5.205597, 0.469462, -1.421358], [6.202603, 2.648116, -0.741426], [4.724583, 4.337499, 0.360496], [2.348912, 3.780075, 0.689140], [-3.723111, -2.669099, -2.056466], [-2.899847, -1.537751, -1.529125], [-1.593672, -1.502183, -1.596364], [-0.988765, -2.578114, -2.224895], [-3.502857, -0.370424, -0.993198], [-4.981675, -0.171168, -0.921679], [-2.639516, 0.567664, -0.629889], [-3.049609, 1.789266, -0.466736], [-3.083717, -3.412974, -2.520706], [-4.439184, -2.298737, -2.791214], [-4.285282, -3.130264, -1.242717], [-0.241574, -2.811129, -1.645010], [-5.446296, -0.217407, -1.908850], [-5.186415, 0.802150, -0.481284], [-5.443699, -0.936823, -0.295403], [3.221662, -1.300657, -3.874960], [3.806174, -1.990673, -2.399705], [4.548799, -3.157616, -2.442737], [5.050725, -3.685101, -1.266420], [4.829282, -3.045415, -0.058885], [4.073886, -1.886714, -0.024365], [3.790338, -1.108542, 1.486003], [3.535693, -1.335869, -1.197220], [2.698868, -0.189332, -1.175796], [4.742913, -3.639412, -3.390150], [5.631707, -4.596645, -1.289802], [5.237643, -3.442359, 0.859491], [-3.359268, 2.297579, -3.363673], [-1.969991, 2.869817, -3.083219], [-0.678525, 1.648124, -2.578163], [0.887460, 2.586337, -2.885211], [0.893776, 3.819346, -3.788791], [-0.711193, 0.438729, -3.973475], [-0.703968, 1.006292, -5.390913], [-4.022732, 3.104412, -3.679790], [-3.777744, 1.864571, -2.459994], [-3.341189, 1.543286, -4.151553], [-2.044213, 3.591203, -2.265236], [-1.590040, 3.385326, -3.965751], [1.602619, 1.844858, -3.255154], [1.232924, 2.883489, -1.899295], [0.493639, 3.628594, -4.784356], [1.925208, 4.158052, -3.898609], [0.330034, 4.637860, -3.340459], [-1.602054, -0.174805, -3.820894], [0.154427, -0.211674, -3.827774], [-1.550696, 1.670536, -5.561712], [-0.771858, 0.188236, -6.109156], [0.218063, 1.549547, -5.597727], [-2.297546, 1.835920, 2.342974], [-0.588646, 1.622701, 1.584426], [-0.071628, 3.372095, 1.659577], [0.533654, 3.966776, 2.760274], [0.839749, 5.320268, 2.728008], [0.536287, 6.079222, 1.608906], [-0.062253, 5.489622, 0.504004], [-0.357457, 4.136612, 0.526736], [0.328124, 0.858611, 2.968321], [-0.324508, 0.108179, 3.942620], [0.390296, -0.456055, 4.987679], [1.763847, -0.287350, 5.064398], [2.423467, 0.445214, 4.089346], [1.710411, 1.016372, 3.046815], [-3.182347, 3.329081, 1.636511], [-3.166317, 4.434664, 3.148839], [-2.367224, 4.348134, 4.284162], [-2.422069, 5.324162, 5.272324], [-3.290586, 6.395036, 5.154862], [-4.083218, 6.509174, 4.019203], [-3.997792, 5.553262, 3.023665], [-4.957125, 2.880287, 1.830171], [-5.495096, 2.161082, 2.891339], [-6.865946, 1.961825, 2.976243], [-7.714229, 2.502312, 2.021164], [-7.186813, 3.224518, 0.960211], [-5.815368, 3.403947, 0.864239], [-2.186594, 1.968459, 3.416665], [-2.876338, 0.936511, 2.128415], [0.771863, 3.376902, 3.635131], [1.325041, 5.780983, 3.578635], [0.774424, 7.134946, 1.593556], [-0.293670, 6.087491, -0.368151], [-0.769167, 3.633200, -0.339102], [-1.387521, -0.066974, 3.876437], [-0.130828, -1.030390, 5.742477], [2.321256, -0.726141, 5.881868], [3.498640, 0.567155, 4.136701], [2.226102, 1.589942, 2.287934], [-1.687327, 3.516834, 4.422920], [-1.784661, 5.239821, 6.144451], [-3.346654, 7.139706, 5.938497], [-4.764793, 7.344579, 3.916415], [-4.596750, 5.656200, 2.125102], [-4.844507, 1.760998, 3.660396], [-7.276779, 1.399665, 3.805769], [-8.784268, 2.363380, 2.106671], [-7.843518, 3.658025, 0.216419], [-5.382907, 3.945292, 0.030908]],
  "forces_ev_per_angstrom": [[0.89, -2.95, 1.16], [-0.05, -0.08, -0.17], [-0.22, 0.35, 0.14], [0.22, 0.88, -0.54], [0.62, -0.78, -0.01], [-0.88, 1.27, -0.42], [0.10, -0.16, -0.46], [0.07, 0.34, -0.13], [0.02, -0.06, 0.00], [-0.13, -0.03, 0.00], [0.04, 0.12, 0.01], [0.00, -0.02, -0.08], [0.21, -0.15, -0.04], [0.01, -0.05, 0.01], [0.04, 0.03, 0.03], [-0.18, 0.21, -0.01], [0.04, 0.03, -0.03], [0.03, -0.09, 0.01], [-0.04, 0.01, 0.04], [-0.12, 0.07, 0.07], [0.14, 0.03, 0.03], [0.91, -0.84, -0.48], [-0.54, 1.23, 0.19], [0.05, -0.16, 0.28], [0.01, 0.66, 0.28], [0.11, 0.16, -0.03], [-2.35, -0.17, -1.42], [0.31, -0.20, 0.86], [-0.07, -0.02, 0.02], [-0.03, -0.02, 0.01], [-0.02, 0.01, 0.00], [0.06, 0.03, 0.11], [-0.03, 0.02, 0.00], [-0.02, 0.03, -0.02], [0.03, -0.07, -0.03], [-0.02, 0.00, -0.16], [0.06, 0.05, 0.21], [0.01, -0.08, -0.08], [0.04, 0.02, 0.01], [0.03, 0.01, 0.07], [-0.05, 0.01, -0.33], [-0.04, -0.06, 0.08], [0.03, 0.08, 0.05], [-0.16, -0.18, 0.29], [-0.04, 0.02, -0.04], [0.02, -0.01, -0.02], [-0.04, 0.00, 0.03], [0.06, 0.01, -0.02], [-0.14, -0.26, 0.43], [0.76, -0.17, -0.22], [-0.11, 0.05, -0.01], [0.00, -0.11, 0.05], [-0.11, 0.26, -0.05], [0.05, -0.09, 0.11], [-0.02, -0.03, -0.06], [-0.04, 0.00, -0.04], [-0.01, 0.01, -0.04], [0.01, 0.07, -0.07], [0.04, 0.00, 0.06], [0.01, -0.05, 0.11], [0.09, -0.07, 0.09], [0.01, 0.03, -0.01], [-0.01, 0.05, -0.05], [-0.05, 0.02, -0.05], [0.05, -0.06, 0.02], [-0.07, -0.04, 0.10], [0.03, 0.05, -0.06], [0.00, 0.02, -0.06], [-0.01, 0.04, -0.02], [0.18, 0.10, -0.70], [-0.48, 0.81, 0.87], [0.23, -0.09, -0.38], [-0.07, 0.08, -0.08], [0.08, -0.03, 0.07], [0.00, 0.09, -0.02], [-0.03, 0.00, 0.01], [0.31, -0.06, 0.10], [0.16, 0.01, -0.08], [0.05, 0.03, 0.01], [-0.02, 0.01, 0.04], [0.04, -0.01, 0.02], [0.03, 0.02, 0.01], [-0.06, 0.00, -0.04], [0.04, 0.18, 0.84], [0.10, 0.18, -0.34], [-0.07, -0.15, -0.09], [-0.02, 0.00, 0.09], [0.03, 0.03, 0.02], [0.00, 0.00, 0.02], [-0.01, -0.04, 0.05], [0.08, -0.07, -0.27], [-0.04, -0.08, -0.05], [0.06, -0.03, 0.15], [-0.02, 0.02, -0.08], [-0.08, 0.05, 0.03], [0.10, -0.16, 0.02], [0.04, -0.24, -0.01], [-0.06, 0.03, 0.09], [0.01, 0.02, 0.03], [-0.03, 0.01, 0.03], [0.01, 0.01, 0.00], [0.00, -0.02, -0.03], [-0.13, 0.06, -0.02], [-0.02, 0.03, 0.05], [0.00, -0.02, -0.01], [0.00, -0.02, 0.00], [0.00, 0.04, 0.00], [0.01, -0.05, 0.01], [0.03, 0.03, 0.01], [-0.01, -0.03, 0.00], [0.01, 0.01, -0.01], [0.02, 0.00, -0.04], [-0.06, 0.06, 0.04], [0.00, 0.00, 0.02], [0.00, 0.00, 0.00], [-0.01, -0.01, -0.01], [0.00, -0.03, -0.02], [-0.06, 0.03, -0.04]]
}

***

2.
{
  "formula": "C48H55BrMgOP2SSi",
  "method": "ωB97M-V/def2-TZVPD",
  "relative_energy_kcal_mol": 0.00,
  "lumo_energy_ha": -0.1883,
  "charge": 2,
  "symbols": ["Mg", "O", "S", "C", "C", "C", "C", "C", "C", "P", "C", "C", "C", "C", "C", "C", "C", "C", "C", "C", "C", "C", "C", "C", "C", "C", "C", "C", "P", "C", "C", "C", "C", "C", "C", "C", "C", "C", "C", "C", "C", "H", "H", "H", "H", "H", "H", "H", "H", "H", "H", "H", "H", "H", "H", "H", "H", "H", "H", "H", "H", "H", "H", "H", "H", "H", "H", "H", "H", "C", "C", "C", "C", "Si", "Br", "C", "C", "C", "C", "C", "C", "C", "C", "H", "H", "H", "H", "H", "H", "H", "H", "H", "H", "H", "H", "H", "H", "H", "H", "H", "H", "H", "H", "H", "H", "H", "H", "H", "H", "H"],
  "coordinates": [[0.597815, -0.357087, -0.026125], [-0.157585, 3.198402, -0.178251], [0.907955, 2.188436, -0.112613], [1.953826, 2.518044, 1.308552], [2.584145, 3.754889, 1.335787], [3.336992, 4.117294, 2.440182], [3.457322, 3.238541, 3.508354], [2.824474, 2.005598, 3.474584], [2.055617, 1.618074, 2.377536], [1.173222, 0.010544, 2.416130], [2.357398, -1.224421, 3.010379], [3.735375, -1.055438, 2.910744], [4.592028, -2.078308, 3.294418], [4.077373, -3.271452, 3.779067], [2.702165, -3.449819, 3.867037], [1.842936, -2.434959, 3.479547], [-0.107514, 0.161799, 3.674252], [0.182550, 0.142695, 5.038820], [-0.845243, 0.244319, 5.960329], [-2.162538, 0.354380, 5.527958], [-2.455446, 0.366881, 4.173048], [-1.427509, 0.266731, 3.247865], [2.024338, 2.446527, -1.494086], [1.856934, 3.599253, -2.241539], [2.680528, 3.799111, -3.342178], [3.640038, 2.854069, -3.681269], [3.781415, 1.694850, -2.930810], [2.958115, 1.466213, -1.832549], [3.101176, -0.007270, -0.775274], [4.857554, -0.037765, -0.356334], [5.330875, 0.922465, 0.538361], [6.680187, 0.971568, 0.842795], [7.557690, 0.061783, 0.263301], [7.087403, -0.891099, -0.627282], [5.735596, -0.943491, -0.941600], [2.667855, -1.443060, -1.799661], [2.768989, -2.704593, -1.194029], [2.337843, -3.834546, -1.868844], [1.778350, -3.716462, -3.136582], [1.650902, -2.469209, -3.728576], [2.092439, -1.330534, -3.066143], [2.477983, 4.436022, 0.500370], [3.823837, 5.082538, 2.468993], [4.040898, 3.515739, 4.375975], [2.936160, 1.332271, 4.315017], [4.150955, -0.131179, 2.536308], [5.661805, -1.934944, 3.216043], [4.745915, -4.060680, 4.095651], [2.298780, -4.381354, 4.240592], [0.771434, -2.584903, 3.553921], [1.203182, 0.028610, 5.383262], [-0.622224, 0.233196, 7.018541], [-2.961153, 0.422225, 6.254392], [-3.480417, 0.448854, 3.835859], [-1.652788, 0.272125, 2.187069], [1.092926, 4.314298, -1.963614], [2.572634, 4.696942, -3.935571], [4.279767, 3.018330, -4.537790], [4.535038, 0.964169, -3.200589], [4.650526, 1.641814, 0.983690], [7.050855, 1.719752, 1.530936], [8.611396, 0.100924, 0.504624], [7.771732, -1.593289, -1.083883], [5.374116, -1.689327, -1.638935], [3.202475, -2.800786, -0.202154], [2.438182, -4.807867, -1.407610], [1.440224, -4.600290, -3.660391], [1.215929, -2.378254, -4.714841], [1.999048, -0.362182, -3.541952], [-3.660582, -2.027074, -3.670738], [-4.116142, -0.606836, -3.300805], [-3.197586, 0.385118, -4.032992], [-5.551707, -0.425889, -3.852328], [-4.191374, -0.312290, -1.415127], [-1.555407, -0.717473, -1.061416], [-4.348179, 1.480197, -0.798573], [-4.196528, 1.640041, 0.717005], [-3.334104, 2.426866, -1.461048], [-5.775662, 1.943767, -1.174925], [-4.695808, -1.740873, -0.264880], [-6.244735, -1.699869, -0.295315], [-4.228333, -1.577074, 1.189068], [-4.237147, -3.133339, -0.721247], [-3.582564, -2.071698, -4.759683], [-4.377947, -2.787329, -3.377364], [-2.684918, -2.285117, -3.258134], [-3.094671, 0.041138, -5.065069], [-2.198291, 0.443852, -3.603287], [-3.618810, 1.386314, -4.075857], [-5.542013, -0.697014, -4.911224], [-5.903151, 0.601868, -3.787627], [-6.281987, -1.075053, -3.365920], [-3.218709, 1.314344, 1.070908], [-4.973980, 1.123214, 1.275566], [-4.293074, 2.703467, 0.949394], [-2.302938, 2.102977, -1.331707], [-3.427509, 3.402401, -0.977560], [-3.525743, 2.577603, -2.519181], [-6.552427, 1.370604, -0.665402], [-5.967826, 1.910797, -2.245869], [-5.882898, 2.985849, -0.862579], [-6.645152, -0.792111, 0.160922], [-6.627929, -2.547757, 0.278413], [-6.653550, -1.790773, -1.303830], [-4.656567, -0.715268, 1.689409], [-3.141629, -1.525038, 1.266217], [-4.553830, -2.460295, 1.744258], [-4.732140, -3.466740, -1.628403], [-4.510609, -3.843373, 0.062802], [-3.158688, -3.197844, -0.865089]],
  "forces_ev_per_angstrom": [[0.34, 0.07, 0.32], [0.00, 0.10, -0.01], [-0.12, -0.24, 0.04], [0.07, 0.03, -0.07], [0.02, 0.00, 0.02], [0.00, 0.00, -0.01], [0.00, -0.01, 0.00], [0.02, -0.02, 0.01], [-0.03, 0.01, 0.02], [-0.01, 0.08, -0.18], [0.02, 0.02, 0.04], [0.00, -0.01, -0.03], [-0.02, -0.01, -0.02], [0.02, 0.02, 0.01], [0.00, -0.01, -0.01], [-0.02, -0.02, 0.01], [0.00, -0.12, 0.04], [0.00, 0.01, -0.01], [0.00, 0.01, -0.01], [0.00, 0.00, 0.01], [0.00, 0.02, 0.00], [0.00, 0.04, -0.02], [-0.04, 0.04, 0.02], [0.06, 0.00, 0.00], [-0.01, 0.00, 0.01], [0.00, 0.00, 0.01], [-0.01, -0.02, 0.00], [-0.03, 0.05, 0.00], [-0.14, 0.27, -0.01], [0.02, -0.22, -0.04], [0.00, 0.06, -0.05], [0.01, -0.01, 0.01], [0.00, 0.00, 0.00], [0.00, 0.00, 0.01], [-0.01, -0.04, 0.03], [0.03, 0.01, -0.07], [-0.06, -0.01, 0.03], [-0.01, 0.00, 0.00], [0.00, 0.00, 0.00], [-0.01, 0.00, 0.01], [0.03, 0.00, -0.02], [-0.01, 0.00, 0.00], [0.00, 0.00, 0.00], [0.00, 0.00, 0.00], [-0.02, 0.00, 0.00], [0.00, 0.01, 0.03], [0.00, 0.00, 0.01], [0.00, -0.01, -0.02], [0.00, 0.01, 0.01], [0.00, 0.02, 0.03], [0.00, 0.00, 0.00], [0.00, -0.01, 0.00], [0.00, 0.01, 0.00], [0.00, 0.00, 0.01], [-0.02, -0.02, -0.02], [-0.01, -0.01, 0.00], [0.00, 0.00, 0.00], [0.00, 0.01, 0.00], [0.00, 0.00, 0.01], [-0.01, 0.00, 0.00], [0.00, 0.00, 0.00], [0.00, 0.00, 0.00], [0.00, 0.00, 0.00], [0.00, 0.00, 0.00], [0.01, 0.01, 0.00], [0.00, 0.00, 0.00], [0.01, 0.00, 0.00], [0.00, 0.00, 0.00], [0.01, 0.00, 0.00], [0.02, 0.01, -0.02], [-0.26, 0.03, 0.08], [-0.06, 0.02, -0.05], [0.03, -0.06, -0.04], [0.92, -0.13, 0.10], [-0.25, -0.10, -0.14], [-0.19, -0.07, -0.14], [-0.06, 0.01, 0.01], [-0.06, 0.04, -0.03], [0.03, 0.05, 0.02], [-0.29, 0.12, -0.07], [0.01, -0.04, 0.09], [-0.01, -0.03, 0.01], [-0.06, -0.01, -0.04], [0.02, -0.01, 0.00], [0.00, 0.02, -0.01], [0.00, -0.01, 0.02], [0.00, 0.02, -0.01], [0.02, 0.00, 0.01], [0.00, 0.00, 0.02], [-0.01, 0.01, 0.00], [0.00, 0.00, 0.01], [0.01, -0.01, -0.01], [0.04, -0.04, 0.02], [-0.01, 0.01, -0.02], [0.03, 0.00, 0.01], [0.03, 0.01, 0.02], [0.02, 0.01, -0.01], [-0.01, -0.02, -0.01], [0.00, -0.01, -0.02], [0.02, 0.02, 0.00], [-0.03, -0.01, 0.01], [0.00, 0.00, -0.01], [-0.01, 0.01, 0.02], [0.01, -0.01, 0.00], [0.01, 0.01, -0.02], [0.02, 0.00, 0.01], [0.01, 0.00, 0.01], [0.00, 0.02, 0.01], [0.01, -0.01, 0.00], [0.01, 0.00, -0.01]]
}

***

Number 1: E -4804.9268 a.u.. Number 2: E -6081.4315 a.u..